# 1
Entry from the OMol25 dataset: 2 unconnected molecules or ions with the total composition C15H28IN3O3P in a non-equilibrium geometry (wB97M-V/def2-TZVPD).

Geometry (Å):
H -5.115 -3.518 -3.215
C 4.926 6.337 -0.845
C -0.111 -1.301 -0.975
H -0.923 -4.407 3.527
H -3.602 -2.413 1.900
O -6.536 -2.744 -0.161
C 1.762 0.439 0.461
C -1.348 -0.297 -0.594
H 5.199 5.507 1.109
C 3.329 3.829 -1.068
I 0.507 -0.837 3.851
C -2.918 -0.457 -1.034
N -4.025 -4.216 -0.571
C 0.436 -2.744 2.760
P -5.756 -4.026 -1.045
C 4.312 2.850 -1.688
H 2.290 -1.658 -0.697
H 4.539 2.038 -0.987
H -0.307 -2.272 -1.610
C 0.526 1.454 0.824
O -5.946 -3.875 -2.770
H -1.868 1.816 0.562
H -6.689 -1.925 -0.717
C 1.405 -0.901 -0.441
O 3.788 4.396 0.157
H -1.751 -2.723 3.707
H -3.568 0.156 -0.258
H 4.736 6.034 -1.878
C -0.980 1.065 0.305
N -3.411 -1.879 -1.169
H 2.401 3.295 -0.838
H 4.114 7.009 -0.547
H -2.471 -4.700 1.767
H -3.066 0.086 -2.084
N -2.861 -2.560 1.181
H -1.100 -3.925 0.729
H 0.605 -2.641 1.603
H 5.836 4.487 -0.167
H 3.896 2.419 -2.605
C -1.075 -3.359 2.978
C -1.891 -3.674 1.587
C -3.422 -2.846 -0.195
H 2.841 0.708 0.849
H -3.819 -2.147 -2.115
H 0.704 2.442 1.434
C 5.000 5.145 0.094
H 3.061 4.620 -1.774
H 5.258 3.331 -1.946
H 1.292 -3.477 3.149
H 5.867 6.895 -0.827
H -4.071 -4.833 0.286

Properties
HOMO energy, eV: -11.17
Kohn-Sham gap, hartree: 0.248
Maximum force, eV/Å: 5.50
LUMO level, hartree: -0.1622
Total charge: +1
2S+1: 1

Results of the natural (NBO) charge analysis, in e, for atoms 1 through 8:
1 H 0.484
2 C -0.645
3 C -0.266
4 H 0.239
5 H 0.425
6 O -0.964
7 C -0.210
8 C -0.060

=====

# 2
Entry from the OMol25 dataset: 2 unconnected molecules or ions with the total composition C3H4I2 in a non-equilibrium geometry (wB97M-V/def2-TZVPD).

Geometry (Å):
I 3.312 1.895 -1.722
H -0.526 0.411 1.662
H 1.944 2.435 -0.800
I -1.027 2.969 -1.131
H -0.940 -0.871 -1.232
H 0.927 -0.733 -1.058
C -0.267 1.075 -0.511
C -0.112 -0.417 -0.656
C -0.346 0.396 0.588

Properties
HOMO energy (alpha / beta), eV: -5.90 / -9.50
Kohn-Sham gap (alpha / beta), hartree: 0.226 / 0.229
Maximum force, eV/Å: 5.48
LUMO level (alpha / beta), hartree: 0.0094 / -0.1208
Expectation value of S²: 2.01
Total charge: 0
2S+1: 3

Results of the natural (NBO) charge analysis, in e, for atoms 1 through 8:
1 I -0.132
2 H 0.231
3 H 0.116
4 I 0.130
5 H 0.252
6 H 0.271
7 C -0.180
8 C -0.558

=====

Number 1: electronic energy -1616.74829 Eh. Number 2: electronic energy -711.83785 Eh.